Density functional theory data (the ωB97M-V functional and the def2-TZVPD basis) for the molecule C6H8ClNO2S.

Geometry as ORCA input:
```
! wB97M-V def2-TZVPD RIJCOSX def2/J DEFGRID3
* xyz 0 1
C 0.86 0.04 -0.63
C 0.13 1.17 -0.50
C 2.24 -0.03 -0.92
C 0.04 -1.21 -0.30
C 0.69 2.62 -0.38
C 0.44 -1.81 1.10
N -1.31 -0.63 -0.23
O 3.06 0.84 -1.05
O -1.18 1.03 -0.42
S -2.56 -1.06 -1.26
Cl 2.90 -1.69 -1.03
H 0.28 -1.87 -1.03
H 0.64 3.02 -1.35
H 1.70 2.44 -0.03
H 0.02 3.08 0.42
H 1.43 -2.35 0.91
H -0.37 -2.52 1.45
H 0.65 -1.16 1.91
H -3.53 -0.93 -0.30
*
```

Calculated values
HOMO: -9.14 eV
LUMO: 0.1 eV
Relative energy (zero: lowest compared OMol25 entry of this formula, charge and spin): 54.5 kcal per mole
Kohn-Sham gap: 9.250 eV
SMILES: CC1=C(C(=O)Cl)[C@@H](C)N(S)O1

Density functional theory data (the ωB97M-V functional and the def2-TZVPD basis) for a structure of composition C3H2FO2Y.

Geometry as ORCA input:
```
! wB97M-V def2-TZVPD RIJCOSX def2/J DEFGRID3
* xyz 2 1
O -0.77 1.93 -0.19
C 0.16 1.17 0.04
O 1.41 1.47 0.07
C -1.28 -0.94 -0.04
C -0.13 -0.31 0.12
H -2.11 -0.39 -0.49
H -1.38 -2.01 0.11
F 1.06 -1.06 0.12
Y 3.04 0.14 0.27
*
```

Calculated values
HOMO: -18.36 eV
LUMO: -12.0 eV
Relative energy (zero: lowest compared OMol25 entry of this formula, charge and spin): 17.8 kcal per mole
Kohn-Sham gap: 6.335 eV

Density functional theory data (the ωB97M-V functional and the def2-TZVPD basis) for a cluster of 2 separate species, C9H14O in total.

Geometry as ORCA input:
```
! wB97M-V def2-TZVPD RIJCOSX def2/J DEFGRID3
* xyz 0 1
C -0.74 -0.46 -3.09
C 0.26 -0.79 -0.80
C -0.86 -0.48 -1.59
C 0.24 -0.63 0.57
C -2.06 -0.23 -0.94
C -0.99 -0.48 1.20
C -2.14 -0.27 0.45
O -0.98 -0.50 2.56
H 1.16 -1.14 -1.29
H 1.14 -0.81 1.15
H -1.70 -0.60 -3.57
H -0.28 0.47 -3.42
H -2.94 0.05 -1.50
H -3.05 -0.12 1.01
H -1.87 -0.54 2.95
H -0.18 -1.29 -3.53
C 2.69 2.14 1.10
C 3.34 1.03 0.31
H 2.93 3.07 0.61
H 1.61 2.27 0.96
H 2.89 2.23 2.16
H 3.46 0.07 0.83
H 4.31 1.35 -0.04
H 2.71 0.67 -0.48
*
```

Calculated values
HOMO: -8.37 eV
LUMO: 0.9 eV
Relative energy (zero: lowest compared OMol25 entry of this formula, charge and spin): 13.1 kcal per mole
Kohn-Sham gap: 9.225 eV
SMILES: Cc1ccc(O)cc1.CC

Density functional theory data (the ωB97M-V functional and the def2-TZVPD basis) for a cluster of 2 separate species, C35H39N3O6 in total.

Geometry as ORCA input:
```
! wB97M-V def2-TZVPD RIJCOSX def2/J DEFGRID3
* xyz 0 1
C 2.85 -2.56 -0.19
N 2.15 -2.05 0.97
C 2.87 -1.78 2.11
O 4.05 -2.06 2.30
C 1.95 -1.07 3.08
C 2.40 0.37 3.31
C 2.56 1.13 2.01
C 3.77 1.07 1.31
C 3.91 1.72 0.09
C 2.84 2.44 -0.45
C 1.65 2.54 0.26
C 1.52 1.91 1.51
N 0.64 -1.19 2.42
C -0.42 -0.51 2.88
C -1.56 -0.21 2.14
C -2.82 -0.17 2.72
C -4.04 -0.34 2.00
C -5.23 -0.71 2.69
C -6.39 -1.02 2.01
C -6.42 -0.94 0.60
C -5.27 -0.55 -0.10
C -4.10 -0.25 0.58
C 0.71 -1.90 1.11
C -0.07 -3.27 0.96
C 0.48 -4.27 1.98
C 0.09 -3.78 -0.48
C -1.57 -3.12 1.17
H 3.88 -2.19 -0.17
H 2.90 -3.66 -0.17
H 2.35 -2.23 -1.10
H 1.93 -1.64 4.03
H 1.70 0.87 3.99
H 3.38 0.30 3.81
H 4.61 0.50 1.73
H 4.86 1.65 -0.45
H 2.95 2.94 -1.42
H 0.80 3.09 -0.14
H 0.61 2.02 2.10
H -0.35 -0.19 3.93
H -1.44 0.00 1.07
H -2.88 -0.11 3.81
H -5.20 -0.75 3.78
H -7.28 -1.32 2.57
H -7.34 -1.18 0.06
H -5.29 -0.49 -1.19
H -3.20 0.05 0.04
H 0.33 -1.21 0.32
H 0.36 -3.89 3.00
H -0.08 -5.21 1.91
H 1.54 -4.49 1.80
H -0.15 -2.98 -1.19
H 1.08 -4.17 -0.69
H -0.62 -4.60 -0.66
H -1.98 -2.36 0.50
H -2.07 -4.07 0.94
H -1.81 -2.87 2.21
C 0.65 5.01 6.36
C -0.27 4.06 7.09
O -1.23 3.58 6.14
C -2.08 2.70 6.76
C -3.13 2.23 5.89
C -4.07 1.25 6.26
O -4.78 0.66 5.42
C -4.26 0.89 7.72
C -4.38 1.85 8.73
C -4.57 1.48 10.06
C -4.64 0.11 10.38
N -4.70 -0.30 11.75
O -4.73 -1.52 12.00
O -4.70 0.58 12.64
C -4.59 -0.87 9.37
C -4.43 -0.47 8.05
O -1.88 2.42 7.94
H 1.38 5.40 7.07
H 1.18 4.49 5.56
H 0.09 5.85 5.94
H 0.30 3.22 7.51
H -0.78 4.59 7.91
H -3.08 2.54 4.85
H -4.33 2.91 8.50
H -4.65 2.22 10.86
H -4.66 -1.92 9.64
H -4.41 -1.23 7.26
*
```

Calculated values
HOMO: -6.68 eV
LUMO: -2.4 eV
Relative energy (zero: lowest compared OMol25 entry of this formula, charge and spin): 0.8 kcal per mole
Kohn-Sham gap: 4.278 eV

Density functional theory data (the ωB97M-V functional and the def2-TZVPD basis) for the molecule C4H6N4.

Geometry as ORCA input:
```
! wB97M-V def2-TZVPD RIJCOSX def2/J DEFGRID3
* xyz 0 1
C -1.35 0.26 -0.13
C 1.99 0.30 0.14
C 1.02 -1.08 -0.11
C -0.12 -0.19 -0.21
H -2.44 -1.00 0.96
H -3.23 0.08 -0.21
H 2.56 0.51 -0.76
H 2.47 0.58 1.02
H 1.08 -2.04 0.62
H 1.23 -1.46 -1.16
N -2.45 -0.64 0.00
N -1.33 1.64 -0.04
N -0.01 2.04 -0.05
N 0.58 1.01 -0.06
*
```

Calculated values
HOMO: -9.01 eV
LUMO: 0.8 eV
Relative energy (zero: lowest compared OMol25 entry of this formula, charge and spin): 109.5 kcal per mole
Kohn-Sham gap: 9.784 eV
SMILES: Nc1nnn2c1CC2

Density functional theory data (the ωB97M-V functional and the def2-TZVPD basis) for the molecule C2HIN2O2.

Geometry as ORCA input:
```
! wB97M-V def2-TZVPD RIJCOSX def2/J DEFGRID3
* xyz 0 1
C 0.65 0.78 1.39
C 0.63 0.05 0.20
N 0.64 1.36 2.39
N 0.82 -1.37 0.51
O -0.18 -2.07 0.49
O 1.94 -1.75 0.79
I 2.21 0.83 -1.10
H -0.36 0.47 -0.18
*
```

Calculated values
HOMO: -10.79 eV
LUMO: -1.6 eV
Relative energy (zero: lowest compared OMol25 entry of this formula, charge and spin): 45.9 kcal per mole
Kohn-Sham gap: 9.238 eV
SMILES: N#C[C@@H](I)[N+](=O)[O-]